# 1
One molecule with the formula C4H5NO2 at a distorted geometry. Source: OMol25; level of theory: wB97M-V/def2-TZVPD.

Structure (XYZ):
```
12
Properties=species:S:1:pos:R:3
C -1.6240 0.2990 -0.0025
C -0.7639 0.3034 -1.0197
C 0.7380 0.3963 -0.8286
C 1.3959 -0.0815 0.2203
N 0.6991 -0.9671 1.1046
O 1.1512 -0.8939 2.2466
O -0.1234 -1.6927 0.6446
H -1.3058 0.3554 1.0364
H -2.6764 0.5489 -0.1599
H -1.1466 0.3419 -1.9865
H 1.2484 1.0758 -1.5020
H 2.4074 0.3145 0.2466
```

- Structure (SMILES): C=C/C=C\[N+](=O)[O-]
- E_LUMO: -0.56 eV
- Highest occupied orbital energy: -9.70 eV
- Spin multiplicity: 1
- Orbital gap: 9.14 eV
- Relative energy (zero: lowest compared OMol25 entry of this formula, charge and spin): 513.6 kJ/mol

# 2
C27H26IrN5O3S2 as an isolated structure. Source: OMol25; level of theory: wB97M-V/def2-TZVPD.

Structure (XYZ):
```
64
Properties=species:S:1:pos:R:3
Ir -1.1331 -0.6918 -0.5619
O 5.7467 -0.2618 1.2680
C 6.2376 0.0929 0.2723
O 6.7804 0.4180 -0.6909
C 3.4386 0.4382 -0.6757
C 2.6274 0.3735 -1.8338
C 1.2756 0.0733 -1.7986
N 0.7131 -0.1965 -0.6089
C 1.3832 -0.1247 0.5560
C 2.7182 0.2274 0.5264
C 0.5597 -0.4852 1.7298
C 1.0428 -0.5206 3.0280
C 0.1863 -0.8670 4.0602
C -1.1375 -1.1739 3.7768
C -1.5605 -1.1298 2.4637
N -0.7349 -0.7976 1.4651
C 0.3190 -0.0288 -2.9252
C 0.6505 0.2346 -4.2405
C -0.3220 0.1152 -5.2223
C -1.6063 -0.2625 -4.8670
C -1.8797 -0.5104 -3.5355
N -0.9436 -0.3976 -2.5905
H 3.0793 0.5375 -2.8072
H 3.2453 0.3021 1.4727
H 2.0776 -0.2779 3.2225
H 0.5490 -0.8946 5.0789
H -1.8354 -1.4420 4.5568
H -2.5805 -1.3618 2.1857
H 1.6583 0.5311 -4.4920
H -0.0756 0.3153 -6.2562
H -2.3897 -0.3683 -5.6030
H -2.8660 -0.8096 -3.2058
N -0.1582 -4.1560 1.3796
C 0.2846 -3.5322 0.3016
S -0.8716 -2.9654 -0.9091
N 1.5747 -3.3805 0.0799
C 2.6344 -3.9231 0.9011
C 2.6769 -5.2895 1.1502
C 3.7040 -5.7988 1.9310
C 4.6826 -4.9521 2.4342
C 4.6454 -3.5943 2.1490
C 3.6165 -3.0707 1.3800
H -1.1475 -4.3130 1.4770
H 0.4797 -4.5895 2.0340
H 1.8293 -2.9087 -0.7778
H 1.9422 -5.9541 0.7111
H 3.7506 -6.8614 2.1257
H 5.4867 -5.3560 3.0340
H 5.4188 -2.9331 2.5158
H 3.6019 -2.0170 1.1356
O -1.6081 1.3435 -0.5159
S -1.6242 2.2160 0.7729
C -2.8290 3.5118 0.3580
C -2.0692 4.8369 0.3453
C -0.6797 4.5242 -0.2029
C -0.2001 3.3219 0.6013
H -3.6611 3.4627 1.0565
H -3.1689 3.2226 -0.6382
H -1.9957 5.2437 1.3553
H -2.6049 5.5662 -0.2604
H 0.0070 5.3610 -0.0863
H -0.7279 4.2759 -1.2643
H 0.0930 3.5968 1.6164
H 0.6001 2.7343 0.1492
```

- Net charge: +2
- E_LUMO: -6.53 eV
- Highest occupied orbital energy: -12.34 eV
- Spin multiplicity: 1
- Orbital gap: 5.81 eV
- Relative energy (zero: lowest compared OMol25 entry of this formula, charge and spin): 41.3 kJ/mol

# 3
C32H65BrFeIO7PS3Se2Si as an isolated structure at a distorted geometry. Source: OMol25; level of theory: wB97M-V/def2-TZVPD.

Structure (XYZ):
```
114
Properties=species:S:1:pos:R:3
Fe -0.5961 0.0451 -1.4735
C 2.1595 -0.1168 7.4140
Se 1.2041 -1.0321 5.9359
C 1.1072 -2.9201 6.6195
C -0.1566 -3.1484 7.3636
Se -1.7517 -2.5477 6.3135
C -2.2585 -4.3522 5.6870
H 3.2349 -0.3185 7.2042
H 1.9555 -0.4927 8.4325
H 1.9692 0.9506 7.3542
H 2.0255 -2.9830 7.2312
H 1.2992 -3.5687 5.7328
H -0.1831 -2.6313 8.3204
H -0.3053 -4.2360 7.5766
H -2.9215 -4.9451 6.3224
H -1.3359 -4.8959 5.4640
H -2.7768 -4.1907 4.7557
C -2.7893 0.3963 -7.5324
C -2.1934 -0.8886 -6.9406
O -1.4522 -0.6524 -5.6568
P -1.9041 -1.1639 -4.1695
S -2.4033 0.5018 -3.1200
S -0.3957 -2.0265 -3.1812
O -3.1084 -2.1425 -4.5508
C -3.8643 -2.9529 -3.5533
C -3.3509 -4.3623 -3.6806
H -3.7828 0.2729 -7.8783
H -2.1971 0.6920 -8.3990
H -2.7658 1.2020 -6.8471
H -1.4037 -1.2305 -7.5780
H -2.9571 -1.6564 -6.7773
H -4.9412 -2.8009 -3.7946
H -3.7553 -2.4156 -2.6137
H -3.5400 -4.8006 -4.6919
H -3.7857 -5.0225 -2.9165
H -2.1991 -4.4367 -3.5748
Br -4.0078 -5.8501 -0.3265
C -4.7114 -4.0731 0.0578
C -6.0786 -3.9521 0.1489
C -6.6341 -2.6922 0.3931
C -5.8133 -1.6250 0.6981
C -4.4227 -1.7418 0.6426
C -3.8723 -2.9887 0.4127
I -1.7853 -3.1529 0.3562
H -6.7508 -4.7492 -0.1331
H -7.7281 -2.5658 0.4010
H -6.2878 -0.6370 0.9136
H -3.7275 -0.9037 0.8117
C -3.2741 3.5045 3.7887
C -3.5412 3.5022 2.2479
C -3.3051 2.1625 1.5142
S -1.6622 1.3563 1.4215
O -1.6717 0.4815 0.1136
C -0.6638 2.7982 1.2176
C -0.4720 3.4689 -0.1618
C -0.4016 5.0104 -0.1408
H -4.0693 4.0974 4.2531
H -2.3499 4.0443 4.0494
H -3.3029 2.5207 4.1784
H -3.0159 4.3357 1.7803
H -4.5856 3.7326 2.0683
H -3.6717 2.1750 0.4615
H -3.8499 1.2883 1.9806
H 0.3393 2.4127 1.5849
H -1.0075 3.5818 1.9205
H -1.3497 3.2047 -0.8423
H 0.4417 3.0469 -0.6789
H -1.3788 5.4872 -0.1406
H 0.0242 5.2778 -1.0922
H 0.2318 5.3950 0.6910
C 4.8013 -2.3515 -1.2559
C 3.6352 -1.8378 -0.3336
C 2.3179 -2.5716 -0.5196
C 4.1014 -1.7287 1.0622
O 3.5798 -0.4183 -0.7536
Si 2.6993 0.8721 -0.9912
O 1.1697 0.4837 -1.4259
O 2.7001 1.8159 0.3296
C 3.6696 2.6267 1.0086
C 3.4526 2.3117 2.4918
C 5.1118 2.3636 0.5702
C 3.2227 4.0546 0.7156
O 3.4445 1.7797 -2.1554
C 3.1644 1.7709 -3.5663
C 4.1583 2.7206 -4.1746
C 3.3221 0.3166 -4.0637
C 1.7420 2.2986 -3.7767
H 5.3339 -3.1781 -0.7517
H 5.5165 -1.5265 -1.2822
H 4.5921 -2.6502 -2.3085
H 2.4606 -3.6170 -0.2008
H 2.0584 -2.5159 -1.5392
H 1.5213 -2.1917 0.0694
H 4.4693 -2.7151 1.3897
H 3.3548 -1.3846 1.7900
H 4.9012 -0.9977 1.2433
H 3.9007 1.3735 2.7687
H 2.3785 2.2590 2.7087
H 3.9459 3.0554 3.1358
H 5.3890 1.2976 0.5642
H 5.8076 2.8562 1.2643
H 5.2960 2.8421 -0.4219
H 2.1852 4.1787 0.9497
H 3.4683 4.3382 -0.3169
H 3.8920 4.7184 1.2864
H 5.1539 2.2960 -4.0640
H 4.2351 3.6261 -3.6022
H 3.9446 2.9660 -5.2161
H 4.1367 -0.2089 -3.5643
H 3.5926 0.3069 -5.1223
H 2.3974 -0.1602 -3.8922
H 1.7588 3.3217 -3.4539
H 1.0360 1.7885 -3.1787
H 1.4563 2.3328 -4.8052
```

- E_LUMO (alpha / beta): 0.20 / 0.20 eV
- Highest occupied orbital energy (alpha / beta): -7.47 / -7.77 eV
- <S²>: 6.013
- Spin multiplicity: 5
- Orbital gap (alpha / beta): 7.67 / 7.97 eV
- Relative energy (zero: lowest compared OMol25 entry of this formula, charge and spin): 0.0 kJ/mol

# 4
A 2-piece molecular cluster, C10H10N2O2 overall at a distorted geometry. Source: OMol25; level of theory: wB97M-V/def2-TZVPD.

Structure (XYZ):
```
24
Properties=species:S:1:pos:R:3
O -0.6328 1.7415 -0.0956
C -0.8551 1.1002 -1.0742
C -1.9487 1.1185 -2.0742
C -2.2304 0.1303 -3.0516
N -1.1960 -0.7440 -3.2296
C -0.2560 -1.0781 -2.1865
O 0.4153 -2.0763 -2.0077
N 0.0483 0.0021 -1.3790
H -2.7658 1.7536 -1.8179
H -3.2028 -0.1316 -3.5948
H -1.4078 -1.5779 -3.9032
H 1.0161 -0.1790 -0.8749
C 1.1533 0.7955 3.2857
C 1.6301 1.3015 2.0885
C 1.7738 0.3574 1.0133
C 1.1769 -0.9573 1.0456
C 0.3961 -1.3535 2.1334
C 0.5737 -0.4343 3.2586
H 1.1760 1.4137 4.1441
H 2.1285 2.3521 2.0406
H 2.1468 0.6924 0.0823
H 1.0895 -1.2867 0.0036
H -0.1265 -2.2415 2.1104
H -0.1025 -0.6986 4.0830
```

- Structure (SMILES): O=c1cc[nH]c(=O)[nH]1.c1ccccc1
- E_LUMO: 0.19 eV
- Highest occupied orbital energy: -8.79 eV
- Spin multiplicity: 1
- Orbital gap: 8.99 eV
- Relative energy (zero: lowest compared OMol25 entry of this formula, charge and spin): 331.1 kJ/mol